[1]
A 2-piece molecular cluster, C2H3Cl3S overall. Source: the OMol25 dataset; level of theory: ωB97M-V/def2-TZVPD.

As for the net charge: 0. As for the spin multiplicity: 1.

Each line ends with the natural charge from an NBO analysis.
CARTESIAN COORDINATES (ANGSTROEM)
C1 -2.21 0.37 -0.05  -0.31
C2 1.53 -0.43 -0.85  -0.40
S1 -2.41 -0.35 1.46  0.20
Cl1 -1.67 2.01 0.01  0.01
Cl2 1.05 -1.48 0.56  -0.07
Cl3 3.11 0.32 -0.74  0.01
H1 0.58 0.16 -0.76  0.23
H2 1.57 -0.98 -1.81  0.23
H3 -1.56 0.37 2.18  0.10


[2]
One molecule with the formula C2H3ClF2O. Source: the OMol25 dataset; level of theory: ωB97M-V/def2-TZVPD.

As for the net charge: 0. As for the spin multiplicity: 1. As for the structure (SMILES): FCO[C@H](F)Cl.

Each line ends with the natural charge from an NBO analysis.
CARTESIAN COORDINATES (ANGSTROEM)
F1 -0.97 0.57 0.89  -0.36
C1 0.27 0.12 0.57  0.32
O1 0.61 0.60 -0.67  -0.53
C2 -0.33 -0.01 -1.74  0.42
F2 -0.07 -1.25 -1.89  -0.30
Cl1 0.03 0.75 -3.26  -0.02
H1 1.12 0.48 1.24  0.16
H2 0.36 -0.88 0.46  0.13
H3 -1.44 0.23 -1.60  0.19


[3]
A 2-piece molecular cluster, C2H3ClF2S overall. Source: the OMol25 dataset; level of theory: ωB97M-V/def2-TZVPD.

As for the net charge: 0. As for the spin multiplicity: 1.

Each line ends with the natural charge from an NBO analysis.
CARTESIAN COORDINATES (ANGSTROEM)
C1 0.87 -0.51 -0.93  -0.72
C2 0.14 -0.07 0.41  0.83
F1 -0.65 -0.96 0.94  -0.31
F2 0.88 0.43 1.38  -0.32
S1 -1.61 1.60 0.00  -0.08
Cl1 -2.77 1.32 1.64  -0.16
H1 0.08 -0.42 -1.74  0.27
H2 1.28 -1.57 -0.63  0.25
H3 1.77 0.18 -1.07  0.25


[4]
A 2-piece molecular cluster, C2H3ClF2S overall. Source: the OMol25 dataset; level of theory: ωB97M-V/def2-TZVPD.

As for the net charge: 0. As for the spin multiplicity: 1. As for the structure (SMILES): FC(F)=CS.Cl.

Each line ends with the natural charge from an NBO analysis.
CARTESIAN COORDINATES (ANGSTROEM)
F1 0.57 0.59 -1.71  -0.30
C1 -0.24 0.19 -0.74  0.71
F2 0.02 0.76 0.45  -0.30
C2 -1.11 -0.74 -0.96  -0.46
S1 -2.25 -1.44 0.36  -0.03
H1 -1.39 -0.99 -1.94  0.24
H2 -1.84 -0.94 1.52  0.14
Cl1 3.01 0.87 2.01  -0.27
H3 3.22 1.69 1.01  0.28


[5]
A 2-piece molecular cluster, C2H3ClFN overall. Source: the OMol25 dataset; level of theory: ωB97M-V/def2-TZVPD.

As for the net charge: 0. As for the spin multiplicity: 1.

Each line ends with the natural charge from an NBO analysis.
CARTESIAN COORDINATES (ANGSTROEM)
C1 0.16 0.48 1.14  -0.09
C2 1.85 0.04 -0.49  0.42
N1 1.05 0.47 0.28  -0.39
F1 3.05 0.60 -0.49  -0.33
Cl1 -2.23 -1.09 -1.21  -0.28
H1 -0.71 1.08 0.81  0.19
H2 0.08 -0.23 2.00  0.20
H3 -3.24 -1.35 -2.03  0.28


[6]
A 2-piece molecular cluster, C2H3ClFNO2 overall. Source: the OMol25 dataset; level of theory: ωB97M-V/def2-TZVPD.

As for the net charge: 0. As for the spin multiplicity: 1. As for the structure (SMILES): C=C(F)Cl.O=NO.

Each line ends with the natural charge from an NBO analysis.
CARTESIAN COORDINATES (ANGSTROEM)
C1 -1.32 1.27 -0.17  -0.51
C2 -1.37 -0.01 -0.19  0.32
F1 -0.58 -0.72 -0.96  -0.31
Cl1 -2.44 -0.95 0.71  0.03
H1 -2.25 1.88 0.09  0.24
H2 -0.62 1.69 -0.94  0.23
O1 3.50 -0.13 -0.04  -0.27
N1 2.77 -0.99 0.33  0.34
O2 1.46 -0.62 0.62  -0.57
H3 0.85 -1.42 0.56  0.49


[7]
A 2-piece molecular cluster, C2H3ClFNO2 overall. Source: the OMol25 dataset; level of theory: ωB97M-V/def2-TZVPD.

As for the net charge: 0. As for the spin multiplicity: 1. As for the structure (SMILES): C=C(F)Cl.O=NO.

Each line ends with the natural charge from an NBO analysis.
CARTESIAN COORDINATES (ANGSTROEM)
C1 -0.84 -0.62 -0.64  -0.58
C2 -0.05 0.14 -1.35  0.40
F1 1.10 -0.30 -1.76  -0.30
Cl1 -0.39 1.74 -1.97  0.02
H1 -1.87 -0.30 -0.31  0.25
H2 -0.59 -1.59 -0.18  0.22
O1 1.88 1.02 2.04  -0.25
N1 1.07 0.65 1.27  0.33
O2 -0.04 -0.01 1.80  -0.58
H3 -0.27 -0.73 1.10  0.49


[8]
A 2-piece molecular cluster, C2H3ClN2 overall. Source: the OMol25 dataset; level of theory: ωB97M-V/def2-TZVPD.

As for the net charge: 0. As for the spin multiplicity: 1.

Each line ends with the natural charge from an NBO analysis.
CARTESIAN COORDINATES (ANGSTROEM)
C1 -1.24 0.33 -1.50  0.16
C2 -0.71 -0.25 -0.39  -0.23
N1 -1.74 0.52 -2.54  -0.22
N2 1.86 0.26 1.08  -0.59
Cl1 -1.72 -0.16 0.99  0.07
H1 0.34 -0.33 -0.21  0.22
H2 1.78 -0.61 0.58  0.29
H3 1.42 0.23 1.98  0.31


F_max readings, ordered: 1.9; 4.5; 2.4; 3.6; 4.8; 3.7; 3.6; 2.7 eV/Å
Energy relative to the best compared isomer or geometry (same formula, charge and spin) readings, ordered: 303.4; 104.7; 174.8; 111.3; 222.7; 270.2; 287.6; 451.5 kJ/mol